No. 1
A cluster of 10 separate species, H20O10 in total, computed with ωB97M-V with the def2-TZVPD basis set.

Geometry as ORCA input:
```
! wB97M-V def2-TZVPD RIJCOSX def2/J DEFGRID3
* xyz 0 1
O 0.60224 0.45464 -0.70105
H -0.39729 0.56405 -0.62797
H 0.73522 0.98179 0.10559
O -3.48952 -2.55328 -0.61453
H -4.39904 -2.34169 -0.66257
H -3.09484 -2.57713 -1.57082
O 0.10384 4.18335 1.02845
H 0.53797 4.97516 1.28705
H 0.08560 4.36775 0.01446
O 1.14329 -2.61022 -0.13187
H 0.76091 -1.77069 -0.16377
H 1.83059 -2.50544 -0.84672
O -2.82895 1.52720 -0.20498
H -2.80571 2.06241 0.58462
H -2.34851 0.68347 0.03685
O 2.50813 1.02955 1.36247
H 3.38245 0.78383 1.56875
H 2.44937 0.56139 0.46029
O 2.96949 2.48250 -0.94073
H 2.76523 1.54485 -0.89157
H 3.92085 2.54182 -1.25714
O -1.29364 -3.44119 1.62014
H -0.37537 -3.29209 1.33308
H -1.27003 -4.10376 2.27982
O -5.09301 0.90868 -0.13777
H -5.41225 1.80120 -0.42472
H -4.35202 0.78055 -0.71661
O 4.52119 -2.68423 -0.33410
H 4.21122 -1.80425 -0.16264
H 4.63261 -2.55022 -1.29201
*
```

Kohn-Sham gap ... 10.02 eV
HOMO level ... -10.3 eV
Electronic energy ... -20797.5181 eV
ΔE to the lowest compared entry with this formula, charge and spin ... 117.5 kcal/mol
SMILES ... O.O.O.O.O.O.O.O.O.O
Strongest force on any atom ... 0.074 hartree/bohr

Want to see where the charge sits? The natural (NBO) charges in e are: number 1, O, carries -0.97; number 2, H, carries 0.48; number 3, H, carries 0.49; number 4, O, carries -0.94; number 5, H, carries 0.47; number 6, H, carries 0.47; number 7, O, carries -0.93; number 8, H, carries 0.46; number 9, H, carries 0.47; number 10, O, carries -0.95; number 11, H, carries 0.47; number 12, H, carries 0.47; number 13, O, carries -0.95; number 14, H, carries 0.49; number 15, H, carries 0.47; number 16, O, carries -0.90; number 17, H, carries 0.47; number 18, H, carries 0.44; number 19, O, carries -0.92; number 20, H, carries 0.45; number 21, H, carries 0.47; number 22, O, carries -0.95; number 23, H, carries 0.48; number 24, H, carries 0.46; number 25, O, carries -0.95; number 26, H, carries 0.46; number 27, H, carries 0.48; number 28, O, carries -0.91; number 29, H, carries 0.45; number 30, H, carries 0.46



No. 2
A cluster of 3 separate species, C33H72N3O12P2 in total, computed with ωB97M-V with the def2-TZVPD basis set.

Geometry as ORCA input:
```
! wB97M-V def2-TZVPD RIJCOSX def2/J DEFGRID3
* xyz 1 1
C 1.58683 -4.41335 2.42043
C 0.17168 -4.18251 1.89001
C -0.40730 -2.79302 2.24285
N -0.49277 -1.88339 1.05522
C 0.11924 -0.52560 1.29052
C 1.60907 -0.58544 1.61452
C 2.50373 -0.42694 0.37941
O 3.50354 -1.44232 0.43587
C -0.65881 0.25076 2.34228
N -2.00408 -0.24672 2.60736
C -2.76658 0.73119 3.38097
C -2.50746 0.53903 4.89447
C -1.76282 1.74424 5.52351
C -0.69562 1.32010 6.55646
C 0.75091 1.70421 6.14328
C 1.37834 2.78811 7.00890
O 2.02144 3.72391 6.12846
C 2.92710 4.53334 6.75200
C 2.67696 6.01267 6.65427
O 3.88468 4.09784 7.31133
C -2.72954 -0.74590 1.42810
C -3.18909 0.44717 0.54999
C -1.88109 -1.67372 0.53499
C -2.61302 -2.98272 0.20399
C -2.46293 -3.41806 -1.27187
C -1.35284 -4.41288 -1.49404
N -0.06251 -3.97177 -1.95005
O -1.57548 -5.57398 -1.31876
H 1.58183 -4.71476 3.46630
H 2.22943 -3.53577 2.34158
H 2.07902 -5.20217 1.85387
H -0.47426 -4.92675 2.35501
H 0.11509 -4.38036 0.81821
H 0.19918 -2.37913 3.04198
H -1.39446 -2.95949 2.66009
H 0.05488 -2.30922 0.30467
H 0.00296 0.00306 0.34293
H 1.80538 0.27265 2.25917
H 1.89948 -1.46074 2.18994
H 2.99037 0.54762 0.34445
H 1.89685 -0.59509 -0.51884
H 4.10241 -1.32059 -0.30836
H -0.12727 0.26035 3.29791
H -0.73045 1.30165 2.02298
H -2.53131 1.75718 3.07983
H -3.82372 0.53000 3.21294
H -3.42126 0.29082 5.43082
H -1.84515 -0.32025 5.01169
H -1.26634 2.24454 4.69136
H -2.49428 2.40949 5.97779
H -0.73017 0.25997 6.80163
H -0.91475 1.84758 7.48680
H 1.35339 0.79502 6.15548
H 0.74788 2.05554 5.11362
H 2.09308 2.34044 7.70023
H 0.63906 3.30152 7.62866
H 1.66937 6.21806 6.29803
H 2.83086 6.43199 7.64364
H 3.36680 6.46259 5.94211
H -3.64374 -1.21078 1.79290
H -4.07178 0.93725 0.95123
H -3.43869 0.11118 -0.45920
H -2.40267 1.19700 0.44195
H -1.76601 -1.15280 -0.41363
H -2.38404 -3.80950 0.87579
H -3.67416 -2.77943 0.33468
H -3.38210 -3.94747 -1.51510
H -2.41826 -2.55399 -1.93274
H 0.23391 -4.66009 -2.63815
H 0.62659 -4.01696 -1.20615
O 1.51921 5.74486 -0.16238
P 0.37282 5.45370 0.71226
O 0.21211 3.83803 0.82173
C 1.33125 3.05473 1.20651
C 1.64331 3.20045 2.68434
O -0.94064 5.79353 -0.15310
C -0.84902 6.41133 -1.44099
C -0.78833 5.37801 -2.54664
O -0.36071 5.87002 2.08807
C 0.32523 6.57487 3.14431
C 1.27255 7.64276 2.63871
H 2.20536 3.30637 0.59926
H 1.06496 2.01770 0.98315
H 2.04330 4.19178 2.90831
H 2.38685 2.46587 3.00069
H 0.73822 3.06928 3.27829
H 0.00420 7.08661 -1.48294
H -1.74472 7.02281 -1.55193
H -0.03093 4.62154 -2.34122
H -0.56698 5.85094 -3.50359
H -1.74507 4.85967 -2.63130
H 0.85594 5.85697 3.77702
H -0.44929 7.02801 3.76191
H 2.09405 7.20749 2.06144
H 1.70374 8.19578 3.47258
H 0.74879 8.34546 1.98920
O 1.12130 -5.22463 -7.20701
P 0.06100 -4.46047 -7.88738
O -0.19805 -3.08855 -7.06358
C 0.90151 -2.22895 -6.77546
C 1.38273 -1.48060 -8.00464
O -1.31334 -5.24094 -7.55382
C -1.31099 -6.49108 -6.86745
C -1.43424 -6.29433 -5.37142
O -0.49050 -4.00941 -9.33181
C 0.35039 -3.97963 -10.50408
C 1.31194 -5.14673 -10.58326
H 1.71963 -2.79869 -6.32626
H 0.54539 -1.51883 -6.02853
H 1.86741 -2.16419 -8.70779
H 2.10855 -0.71370 -7.73372
H 0.54507 -1.01119 -8.52065
H -0.42150 -7.06787 -7.11743
H -2.16855 -7.05188 -7.24062
H -0.71562 -5.55738 -5.00895
H -1.28023 -7.23420 -4.83990
H -2.42871 -5.91726 -5.12464
H 0.89208 -3.03123 -10.53969
H -0.32051 -3.99239 -11.36167
H 2.03482 -5.12500 -9.76215
H 1.86669 -5.12027 -11.52026
H 0.77305 -6.09356 -10.52403
*
```

Kohn-Sham gap ... 9.56 eV
HOMO level ... -11.7 eV
Electronic energy ... -83003.7641 eV
Strongest force on any atom ... 0.099 hartree/bohr

Results of the Löwdin charge analysis, in e, for atoms 1 through 99: number 1, C, carries -0.08; number 2, C, carries -0.20; number 3, C, carries -0.10; number 4, N, carries 0.02; number 5, C, carries -0.22; number 6, C, carries -0.10; number 7, C, carries -0.23; number 8, O, carries -0.06; number 9, C, carries -0.12; number 10, N, carries -0.13; number 11, C, carries -0.18; number 12, C, carries -0.15; number 13, C, carries -0.18; number 14, C, carries -0.18; number 15, C, carries -0.16; number 16, C, carries -0.16; number 17, O, carries -0.04; number 18, C, carries -0.53; number 19, C, carries 0.02; number 20, O, carries 0.14; number 21, C, carries -0.28; number 22, C, carries -0.02; number 23, C, carries -0.20; number 24, C, carries -0.10; number 25, C, carries -0.09; number 26, C, carries -0.51; number 27, N, carries 0.11; number 28, O, carries 0.12; number 29, H, carries 0.09; number 30, H, carries 0.06; number 31, H, carries 0.08; number 32, H, carries 0.12; number 33, H, carries 0.08; number 34, H, carries 0.13; number 35, H, carries 0.13; number 36, H, carries 0.17; number 37, H, carries 0.15; number 38, H, carries 0.11; number 39, H, carries 0.11; number 40, H, carries 0.12; number 41, H, carries 0.12; number 42, H, carries 0.10; number 43, H, carries 0.13; number 44, H, carries 0.12; number 45, H, carries 0.12; number 46, H, carries 0.12; number 47, H, carries 0.11; number 48, H, carries 0.10; number 49, H, carries 0.08; number 50, H, carries 0.11; number 51, H, carries 0.10; number 52, H, carries 0.10; number 53, H, carries 0.11; number 54, H, carries 0.07; number 55, H, carries 0.13; number 56, H, carries 0.13; number 57, H, carries 0.07; number 58, H, carries 0.09; number 59, H, carries 0.09; number 60, H, carries 0.14; number 61, H, carries 0.08; number 62, H, carries 0.09; number 63, H, carries 0.09; number 64, H, carries 0.14; number 65, H, carries 0.12; number 66, H, carries 0.13; number 67, H, carries 0.13; number 68, H, carries 0.12; number 69, H, carries 0.09; number 70, H, carries 0.06; number 71, O, carries -0.21; number 72, P, carries 0.48; number 73, O, carries -0.19; number 74, C, carries -0.28; number 75, C, carries -0.06; number 76, O, carries -0.19; number 77, C, carries -0.27; number 78, C, carries -0.07; number 79, O, carries -0.17; number 80, C, carries -0.26; number 81, C, carries -0.08; number 82, H, carries 0.12; number 83, H, carries 0.08; number 84, H, carries 0.08; number 85, H, carries 0.09; number 86, H, carries 0.06; number 87, H, carries 0.11; number 88, H, carries 0.12; number 89, H, carries 0.07; number 90, H, carries 0.08; number 91, H, carries 0.07; number 92, H, carries 0.09; number 93, H, carries 0.12; number 94, H, carries 0.07; number 95, H, carries 0.08; number 96, H, carries 0.09; number 97, O, carries -0.22; number 98, P, carries 0.47; number 99, O, carries -0.19